99
Properties=species:S:1:pos:R:3 method="wB97M-V/def2-TZVPD" charge=+2 multiplicity=1 homo_ev="-12.76 / -12.22"
Sn 0.48 -0.59 0.39
Se 3.72 -7.68 -0.85
P 0.47 0.59 -2.27
P -1.68 0.77 2.33
O 2.54 -2.79 2.52
O 0.60 -1.75 2.09
N 1.85 0.87 1.70
N -0.92 2.07 -0.25
N 0.05 -2.71 -0.68
N 4.39 -6.07 -0.50
N 2.48 -1.66 -0.15
N 2.06 -7.07 -1.03
C 1.65 0.05 -3.58
C -1.15 -3.17 -1.01
C -1.26 0.42 -2.90
C 3.67 -1.12 0.09
C 4.84 -1.85 0.15
C -2.77 1.76 1.25
C -2.80 2.56 4.30
C -3.15 -1.42 1.54
C 0.75 2.34 -1.90
C -0.07 2.91 -0.90
C 1.00 5.05 -1.24
C -1.55 1.78 3.89
C -2.17 2.44 0.16
C -4.87 2.86 0.74
C 0.07 4.28 -0.58
C -0.36 2.75 3.85
C 3.54 -3.80 -0.31
C -2.57 -0.79 2.80
C -4.27 3.56 -0.30
C -3.60 -0.76 3.93
C -1.45 -0.90 -3.67
C 1.77 -1.89 2.72
C -1.72 1.63 -3.72
C 1.66 3.15 -2.56
C 2.40 -2.99 -0.35
C 0.93 -4.92 -0.91
C 1.79 4.49 -2.23
C -4.12 1.98 1.51
C 4.77 -3.21 -0.05
C 3.11 0.19 -3.16
C 2.10 -5.78 -0.84
C -0.34 -5.40 -1.23
C 2.08 -0.72 3.64
C 2.73 0.39 2.81
C -2.94 3.36 -0.59
C 1.08 -3.56 -0.65
C 3.39 -5.23 -0.54
C -1.39 -4.51 -1.30
C 1.42 0.65 -4.98
H 2.51 5.11 -2.77
H 3.65 0.01 2.36
H -1.16 -0.79 -4.71
H -2.41 -1.44 0.73
H -4.60 1.47 2.33
H -2.63 3.01 5.28
H 2.32 1.60 1.17
H -3.88 -1.79 4.18
H 1.16 -0.35 4.10
H 1.03 1.32 2.11
H 3.72 -0.50 -3.74
H 3.69 -0.04 0.23
H -0.88 -1.73 -3.25
H 5.66 -3.84 0.00
H 3.50 1.19 -3.36
H 0.60 2.24 3.80
H -2.48 3.87 -1.43
H -2.73 1.43 -4.10
H -3.22 -0.30 4.84
H -3.69 1.94 4.37
H -4.02 -0.88 1.18
H 1.11 6.10 -0.98
H 2.27 2.75 -3.36
H -1.96 -2.45 -1.05
H -3.00 3.37 3.60
H 1.43 -1.02 -3.64
H 0.45 0.40 -5.39
H -2.39 -4.84 -1.56
H -1.77 2.53 -3.11
H -1.34 1.02 4.66
H 2.18 0.25 -5.65
H 3.27 -0.03 -2.11
H 3.00 1.24 3.44
H -1.86 0.38 -1.99
H -3.46 -2.45 1.74
H -0.55 4.70 0.21
H -4.52 -0.25 3.64
H 5.78 -1.35 0.34
H -0.34 3.35 4.76
H -4.85 4.25 -0.90
H -5.92 3.00 0.96
H 1.52 1.74 -4.98
H -0.44 3.45 3.01
H 2.78 -1.02 4.41
H -0.47 -6.45 -1.43
H -1.73 -1.41 3.13
H -1.07 1.82 -4.57
H -2.50 -1.18 -3.66

13
Properties=species:S:1:pos:R:3 method="wB97M-V/def2-TZVPD" multiplicity=1 homo_ev=-9.11
S 1.92 0.11 0.00
O -1.14 1.88 -0.38
N 0.57 -1.15 -0.13
C -1.86 -1.39 -0.09
C -0.83 0.78 0.57
C -0.62 -0.52 0.02
H 2.88 -0.97 -0.08
H -0.36 2.01 -0.97
H 0.03 1.05 1.29
H -2.74 -0.84 -0.48
H -1.74 0.86 1.24
H -2.22 -1.88 0.87
H -1.54 -2.14 -0.97

55
Properties=species:S:1:pos:R:3 method="wB97M-V/def2-TZVPD" charge=+3 multiplicity=1 homo_ev=-17.15
Ta 0.58 -0.41 0.22
Cl -1.32 -4.62 1.40
Cl -1.85 0.49 0.06
Cl -4.44 -5.03 1.19
Cl -6.27 -2.65 0.39
Cl -5.00 0.17 -0.20
P 2.61 -0.99 1.72
P 0.59 1.48 2.08
O 1.48 0.80 -0.95
O 3.29 0.74 -2.32
O -0.51 -1.79 0.79
O 0.68 -1.36 -1.67
C 4.47 0.60 3.00
C 2.18 -2.23 2.96
C -4.04 -1.17 0.23
C 1.35 -0.63 -2.86
C 0.16 3.07 1.34
C -0.53 1.21 3.48
C 2.19 0.39 -2.08
C -3.76 -3.51 0.87
C 3.17 0.52 2.51
C 2.28 1.59 2.70
C -2.67 -1.05 0.35
C 0.26 0.03 -3.68
C -1.85 -2.10 0.71
C 3.92 -1.66 0.67
C -2.37 -3.35 0.97
C 4.89 1.75 3.67
C -4.59 -2.44 0.50
C 4.01 2.80 3.86
C 2.20 -1.62 -3.61
C 2.71 2.73 3.38
H 2.75 -1.09 -4.38
H 1.40 -1.86 3.62
H 2.04 3.57 3.53
H 0.25 3.85 2.10
H -0.40 2.03 4.19
H 3.07 -2.43 3.56
H 0.29 -2.19 -1.98
H -1.57 1.21 3.14
H 4.76 -1.94 1.30
H 1.58 -2.37 -4.10
H -0.38 -0.73 -4.14
H -0.31 0.27 3.98
H 0.84 3.30 0.52
H 0.73 0.59 -4.48
H 1.85 -3.15 2.49
H 4.33 3.69 4.38
H 5.17 -0.21 2.86
H 2.93 -2.11 -2.96
H 5.90 1.81 4.04
H 3.57 -2.56 0.16
H -0.34 0.71 -3.08
H -0.87 3.08 0.99
H 4.25 -0.91 -0.05

20
Properties=species:S:1:pos:R:3 method="wB97M-V/def2-TZVPD" multiplicity=1 homo_ev=-7.66
P -1.69 1.76 0.65
C -2.41 1.62 2.36
C -1.37 3.52 0.37
C 2.90 -2.68 -1.74
C -0.62 0.65 -0.15
C -0.57 -0.88 -0.03
C 3.72 -3.72 -2.01
H 1.90 -2.94 -1.37
H 3.19 -1.68 -1.76
H -0.96 3.35 -0.60
H -0.87 -1.20 -1.05
H -2.87 0.62 2.42
H 4.63 -3.32 -2.62
H 3.58 -4.75 -2.01
H -1.16 -1.28 0.75
H -3.16 2.33 2.52
H -0.90 4.02 1.20
H 0.53 -1.20 -0.20
H -2.31 4.04 0.15
H -1.56 1.73 3.11

53
Properties=species:S:1:pos:R:3 method="wB97M-V/def2-TZVPD" charge=-2 multiplicity=1 homo_ev=-1.58
Ir -1.32 -0.69 1.13
Sb -2.52 1.71 4.07
Se -1.84 -3.14 1.33
Se -4.67 2.06 5.12
Se -2.43 2.96 1.90
Se -2.60 -0.70 3.20
Se -0.53 2.18 5.35
P -0.93 1.44 0.47
O 0.96 -1.42 2.60
C -0.85 -1.70 -2.23
C -0.15 0.11 -0.73
C 0.78 -4.02 0.54
C 0.41 -0.48 2.08
C 1.70 -4.76 -0.19
C 2.27 1.06 2.81
C 0.44 -2.17 -2.31
C 2.93 2.28 2.77
C -2.26 3.44 -1.18
C 0.61 1.91 1.30
C -0.07 -5.66 -1.53
C 1.44 -1.53 -1.57
C -2.29 4.34 -2.24
C -0.58 -4.09 0.24
C -1.15 -0.58 -1.44
C 1.28 -5.59 -1.22
C -0.99 -4.91 -0.80
C -0.09 3.69 -2.87
C -1.21 4.48 -3.08
C 1.15 -0.45 -0.78
C 1.26 3.13 1.24
C -1.16 2.62 -0.96
C 1.11 0.87 2.08
C -0.07 2.77 -1.83
C 2.42 3.31 1.98
H 0.66 -3.06 -2.88
H 0.81 2.17 -1.69
H 2.63 0.24 3.43
H -2.05 -4.96 -1.05
H 2.76 -4.69 0.06
H 0.78 3.77 -3.51
H -3.18 4.95 -2.38
H -0.41 -6.30 -2.33
H 1.94 0.01 -0.19
H -1.65 -2.21 -2.76
H -1.23 5.19 -3.90
H 1.11 -3.36 1.34
H 2.00 -6.18 -1.79
H 3.82 2.44 3.36
H -3.12 3.38 -0.53
H 2.45 -1.92 -1.59
H -2.15 -0.16 -1.49
H 2.93 4.27 1.96
H 0.85 3.94 0.66

21
Properties=species:S:1:pos:R:3 method="wB97M-V/def2-TZVPD" charge=-1 multiplicity=1 homo_ev=-4.66
Br 1.14 -0.82 -2.16
O -1.77 1.80 0.76
O -2.01 3.01 -1.12
N -0.52 1.27 -1.14
C -1.29 -1.14 -0.85
C 0.46 -0.16 0.63
C -1.53 2.13 -0.37
C 1.71 0.75 0.82
C 0.83 -1.54 1.17
C -0.10 -0.16 -0.74
H -0.90 1.39 -2.05
H -1.85 -1.29 0.19
H 2.62 0.34 0.11
H -0.23 0.45 1.35
H 0.98 -1.31 2.32
H 2.16 0.79 1.76
H 0.09 -2.41 1.09
H -1.85 -0.72 -1.69
H 1.67 -1.85 0.62
H 1.48 1.66 0.38
H -1.08 -2.19 -1.09

17
Properties=species:S:1:pos:R:3 method="wB97M-V/def2-TZVPD" multiplicity=1 homo_ev=-9.34
O 0.07 -1.04 -1.72
O -0.12 0.06 1.38
C -1.68 0.77 0.09
C 2.03 -0.82 -0.28
C 0.95 -0.16 -1.09
C -1.56 0.10 1.47
C -0.09 0.70 0.10
H 1.29 0.65 -1.75
H 2.60 -0.05 0.24
H 2.70 -1.38 -0.94
H -0.40 -0.42 -1.02
H -1.99 -0.90 1.56
H -2.10 1.78 0.10
H -2.20 0.18 -0.66
H 1.58 -1.50 0.44
H -1.89 0.71 2.33
H 0.38 1.68 0.10

18
Properties=species:S:1:pos:R:3 method="wB97M-V/def2-TZVPD" charge=+1 multiplicity=1 homo_ev=-14.13
O 1.18 -0.47 -1.05
N 0.09 1.33 1.12
C 0.57 2.11 2.02
C -0.73 1.41 -0.06
C 0.48 -1.69 -1.50
C -0.59 -2.12 -0.45
H 2.00 -0.32 -1.51
H -1.22 2.44 -0.05
H -0.11 1.19 -0.83
H -1.51 0.70 0.10
H 0.64 3.23 2.22
H -0.38 -2.85 0.42
H -1.76 -2.17 -0.51
H 1.09 -2.41 -2.00
H -0.68 -1.19 0.04
H -0.15 -1.27 -2.25
H 0.68 1.80 3.13
H 0.38 0.29 1.14